A molecular structure, C27H44BrMnNOP2S, computed with ωB97M-V/def2-TZVPD.

Structure (ORCA input):
```
! wB97M-V def2-TZVPD RIJCOSX def2/J DEFGRID3
* xyz 2 6
H -2.02 -0.96 4.17
C 2.15 -0.55 -0.17
C 4.11 -0.19 -3.35
H -1.67 5.31 -1.52
C 2.26 -0.18 2.42
H -1.13 -1.80 -5.00
Mn 0.00 0.00 0.00
C -0.54 -1.91 -2.88
C 1.35 0.24 3.41
H 3.61 -3.42 -3.51
H -0.02 4.04 3.24
H 1.71 4.80 -0.25
H -1.10 4.99 2.19
H 1.18 5.16 1.41
C 1.73 0.35 4.76
C 1.82 4.50 0.80
C -2.57 0.24 -2.54
C 1.85 -0.29 1.04
C 3.05 0.04 5.11
H -0.60 5.50 -0.10
C 2.86 -0.86 -1.37
H -3.32 -0.12 3.32
H -2.33 2.81 1.55
C -0.49 -2.10 2.15
H -1.76 4.16 3.62
H 2.87 4.70 1.09
H 0.33 0.47 3.10
H -0.52 0.41 -5.40
C -1.03 4.07 2.79
H 5.01 -0.62 4.45
C 3.59 -0.49 2.82
C -0.77 3.44 -0.86
C 0.42 0.49 -4.84
H 4.59 0.59 -3.95
P -0.19 2.33 0.54
H 1.06 1.23 -5.35
C -1.30 2.80 1.97
H -2.43 -2.35 -3.90
H -3.08 -1.92 3.04
H -2.81 1.02 -1.80
H -1.28 1.93 2.64
H -1.54 2.84 -1.38
C 3.57 -2.40 -3.11
H -3.14 -0.66 -2.22
P -0.77 -0.18 -2.21
H -2.83 -0.09 -4.70
H 2.20 2.40 0.43
H 1.19 1.02 -2.89
C 1.49 3.02 1.01
H 1.02 0.67 5.52
H -4.08 0.93 -3.95
Br 3.59 0.18 6.94
S -1.42 -0.54 1.85
C 3.50 0.15 -2.14
H -0.74 -2.57 -2.02
H 0.55 -2.00 -3.06
N 4.14 -1.44 -3.85
H 0.95 -0.48 -4.90
H 1.65 2.72 2.06
H -0.27 1.90 -3.33
H 2.46 -3.00 -1.34
H -1.17 -2.97 2.06
H -2.45 1.59 -4.25
H -2.23 4.78 0.08
H 0.26 -2.25 1.35
C -1.34 4.84 -0.58
C 2.92 -2.18 -1.89
C -3.00 0.68 -3.94
H 0.08 3.50 -1.56
H -1.09 -3.44 -4.33
C 0.21 0.91 -3.38
H 3.50 1.19 -1.79
C -2.58 -0.94 3.21
H 4.31 -0.82 2.06
O -2.62 -0.44 0.89
C 3.98 -0.38 4.15
H 0.02 -2.10 3.14
C -1.34 -2.39 -4.10
*
```

Computed properties:
Kohn-Sham gap (spin up / spin down) = 7.21 / 5.97 eV
F_max = 5.0 eV/Å



N2 in the gas phase, computed with ωB97M-V/def2-TZVPD.

Structure (ORCA input):
```
! wB97M-V def2-TZVPD RIJCOSX def2/J DEFGRID3
* xyz 0 1
N -0.11 -0.51 -0.22
N 0.11 0.51 0.22
*
```

Computed properties:
Kohn-Sham gap = 16.36 eV
SMILES = N#N
F_max = 5.2 eV/Å



A molecular structure, C31H46N4P2SiSr, computed with ωB97M-V/def2-TZVPD.

Structure (ORCA input):
```
! wB97M-V def2-TZVPD RIJCOSX def2/J DEFGRID3
* xyz 0 1
H -0.60 2.72 7.05
C 0.52 2.69 -6.41
H -1.65 -1.23 -6.57
H 0.44 3.69 -5.95
H -1.38 3.12 -7.30
H -0.43 -1.57 6.44
C 3.77 2.71 -0.23
C -1.78 1.74 -5.74
N -2.07 0.24 -0.24
C -4.57 -3.11 0.64
H 0.84 -1.40 -6.35
H 0.28 -0.02 -7.30
H 4.09 -0.86 2.64
H -2.44 0.77 8.10
H 2.51 -3.42 -0.33
H -3.57 1.15 6.80
H -0.11 -2.96 -0.39
H 0.92 -0.50 6.01
C 4.22 -3.80 1.07
H -2.69 0.65 3.67
H -2.23 -0.68 -2.18
H -1.63 -0.76 3.70
P 1.80 -0.60 0.71
Sr 0.03 1.38 2.20
H -2.36 1.78 1.28
C 1.17 0.45 -5.38
H -1.04 -1.42 -4.93
H 4.00 3.77 -0.15
C 4.37 1.78 -1.13
C 0.33 -0.42 -6.28
C -1.67 0.31 4.01
H 5.14 2.00 -1.85
C 4.75 -2.94 2.09
H 3.97 -0.42 -1.36
C -2.22 0.25 -1.62
C 1.23 1.79 -5.43
H -4.55 -4.04 2.70
H 1.86 -1.89 -1.37
N 3.05 -1.85 1.03
C -2.18 1.58 0.21
H 1.93 2.32 -4.77
C 3.79 0.54 -0.90
H 1.04 -0.35 -1.53
P -1.18 -1.05 0.68
N 2.86 0.68 0.13
H 1.81 -0.11 -4.69
C -2.40 2.39 -0.89
H -2.66 0.23 -4.58
H -2.50 1.87 -3.08
H -3.10 -0.53 7.10
H 1.90 -0.21 4.01
N -2.55 -2.11 0.88
C -1.10 -0.71 -5.76
H -2.58 3.46 -0.89
C -0.04 -0.54 6.52
H -1.47 3.14 5.56
C -0.89 2.23 -6.85
H 0.24 2.63 5.49
H 5.57 -3.16 2.75
C -4.06 -3.44 1.94
C -2.82 -2.83 2.07
H 2.27 2.39 1.39
H 0.14 -0.35 7.59
H -0.80 1.48 -7.65
C 1.13 -1.23 -0.88
C -1.88 0.49 -5.30
C -2.39 1.56 -2.05
C 4.01 -1.76 2.05
H -2.11 -2.81 2.88
C 3.16 -3.12 0.47
H 1.13 2.82 -7.32
C -3.63 -2.31 0.01
H -2.45 2.53 -5.35
H 4.57 -4.79 0.81
C -0.72 2.45 5.99
Si -1.32 0.66 5.81
H 2.13 1.36 4.84
C -2.73 0.51 7.07
H -5.52 -3.43 0.23
H 2.92 1.07 3.24
C -0.24 -1.90 -0.67
H -0.81 -1.87 -1.61
C 2.04 0.88 3.87
H -3.62 -1.84 -0.96
C 2.84 2.04 0.53
*
```

Computed properties:
Kohn-Sham gap = 5.88 eV
F_max = 2.8 eV/Å